No. 1
Molecular formula: C5H8O2
Method: DFT, the ωB97M-V functional and the def2-TZVPD basis

As for the lowest unoccupied orbital energy (spin up / spin down): 0.32 / 0.32 eV. The relative energy (zero: lowest compared OMol25 entry of this formula, charge and spin) comes out at 117.8 kcal per mole. As for the gap between HOMO and LUMO (spin up / spin down): 8.45 / 8.45 eV. As for the total energy: -9404.7230 eV. As for the max |F|: 0.332 eV/Å.

Geometry as ORCA input:
```
! RIJCOSX wB97M-V def2-TZVPD def2/J DEFGRID3
* xyz 0 1
O 0.674 -0.132 -1.408
O 0.543 1.409 1.629
C -1.446 -0.046 0.397
C 1.025 1.067 -0.862
C 0.416 0.790 0.468
C -0.152 -0.539 0.307
C 0.345 -1.950 0.323
H 2.118 1.214 -0.716
H 1.399 -2.001 0.051
H -0.227 -2.529 -0.408
H 0.646 1.995 -1.337
H -2.249 -0.471 -0.203
H 0.185 -2.393 1.314
H -1.712 0.787 1.036
H 0.753 2.342 1.466
*
```



No. 2
Molecular formula: C9H10NO2S2
Method: DFT, the ωB97M-V functional and the def2-TZVPD basis

As for the lowest unoccupied orbital energy: -5.20 eV. The relative energy (zero: lowest compared OMol25 entry of this formula, charge and spin) comes out at 0.0 kcal per mole. As for the gap between HOMO and LUMO: 7.59 eV. As for the total energy: -36744.2582 eV. As for the max |F|: 1.210 eV/Å.

Geometry as ORCA input:
```
! RIJCOSX wB97M-V def2-TZVPD def2/J DEFGRID3
* xyz 1 1
S 0.045 -2.688 -2.087
S 3.489 1.431 -0.434
O -0.461 1.853 -0.939
O 1.302 2.816 -1.853
N 2.039 -0.748 0.943
C -1.005 0.937 -0.094
C -0.217 0.069 0.695
C 0.844 2.107 -1.016
C -2.240 -0.974 1.503
C -3.001 -0.118 0.710
C 1.204 0.194 0.605
C -0.867 -0.897 1.487
C 1.724 1.482 0.091
C -2.388 0.824 -0.096
H -0.692 -3.786 -2.106
H 1.674 2.211 0.916
H -2.731 -1.699 2.132
H 0.506 -2.888 -3.308
H -2.962 1.484 -0.729
H 1.720 -1.647 1.275
H 3.345 2.391 -1.348
H -4.077 -0.190 0.725
H -0.287 -1.548 2.122
H 3.036 -0.615 0.807
*
```



No. 3
Molecular formula: C14H33F6NNiO17S6
Method: DFT, the ωB97M-V functional and the def2-TZVPD basis

The expectation value of S² is 2.003. As for the lowest unoccupied orbital energy (spin up / spin down): 0.27 / 0.27 eV. The relative energy (zero: lowest compared OMol25 entry of this formula, charge and spin) comes out at 6.9 kcal per mole. As for the gap between HOMO and LUMO (spin up / spin down): 9.09 / 8.97 eV. As for the total energy: -173707.7970 eV. As for the max |F|: 1.963 eV/Å.

Geometry as ORCA input:
```
! RIJCOSX wB97M-V def2-TZVPD def2/J DEFGRID3
* xyz 0 3
Ni 0.429 -0.142 -0.133
S 0.861 -1.648 2.930
S -2.684 0.262 -1.386
S 1.559 1.301 -2.990
S -0.616 2.971 1.453
S -2.430 -1.606 0.599
S 1.283 -3.384 -1.084
F -2.055 -2.119 -2.420
F -1.637 -0.425 -3.693
F -3.676 -1.078 -3.406
F -4.032 -0.049 1.991
F -3.177 -1.703 3.107
F -1.974 0.037 2.631
O 2.327 -0.058 0.144
O 0.433 -0.880 1.825
O 1.140 1.114 -4.324
O 1.249 -4.494 -0.214
O -0.474 -1.924 3.728
O -0.668 2.939 2.883
O 0.263 4.178 1.018
O -2.134 1.503 -1.802
O 1.832 2.810 -2.714
O -1.452 -2.561 0.972
O 0.712 0.851 -1.932
O -3.643 -2.076 0.068
O 0.609 -2.194 -0.755
O 1.583 -2.865 2.778
O -4.051 0.258 -1.022
O 0.732 -3.827 -2.486
O -0.077 1.866 0.742
N -1.698 -0.390 -0.231
C 1.047 6.422 1.275
C -2.512 -0.931 -2.821
C -2.932 -0.778 2.174
C -0.134 -5.362 -4.063
C 0.313 -5.200 -2.643
C 2.940 -2.977 -1.456
C -0.539 -3.021 4.642
C -0.037 5.447 1.641
C 3.194 0.717 -2.758
C -2.226 3.366 0.811
C 1.730 -0.605 4.040
C -1.869 -3.721 4.454
C 1.033 5.086 -2.565
C 0.630 3.634 -2.436
H -2.769 2.430 0.744
H 3.436 -3.865 -1.826
H 2.638 -0.274 3.550
H -2.687 -3.060 4.728
H 0.862 7.371 1.779
H 3.821 1.418 -3.303
H -0.075 5.320 2.727
H 2.042 6.049 1.501
H 2.888 -2.234 -2.252
H 3.148 0.392 0.332
H 1.035 0.147 4.394
H 0.295 -3.710 4.555
H -0.200 3.295 -3.057
H -1.008 -4.748 -4.278
H 1.733 5.226 -3.390
H 0.336 3.372 -1.417
H -2.118 3.930 -0.107
H -1.017 5.838 1.348
H 3.332 -2.519 -0.553
H 1.002 6.666 0.208
H 0.659 -5.094 -4.761
H -1.899 -4.697 4.930
H -1.998 -3.911 3.381
H 2.007 -1.272 4.858
H -0.495 -2.632 5.668
H 3.239 -0.274 -3.200
H -2.691 3.976 1.584
H 1.542 5.408 -1.657
H 1.144 -5.867 -2.413
H -0.406 -6.406 -4.219
H -0.501 -5.422 -1.956
H 0.162 5.702 -2.783
H 3.367 0.703 -1.688
*
```



No. 4
Molecular formula: C44H45N4O2S
Method: DFT, the ωB97M-V functional and the def2-TZVPD basis

As for the lowest unoccupied orbital energy: -4.01 eV. The relative energy (zero: lowest compared OMol25 entry of this formula, charge and spin) comes out at 0.9 kcal per mole. As for the gap between HOMO and LUMO: 6.18 eV. As for the total energy: -67241.6103 eV. As for the max |F|: 2.478 eV/Å.

Geometry as ORCA input:
```
! RIJCOSX wB97M-V def2-TZVPD def2/J DEFGRID3
* xyz 1 1
S 3.208 -2.262 -1.347
O -6.649 4.308 3.322
O 7.175 3.623 3.372
N 1.899 -1.675 -3.472
N 0.552 -1.523 -1.528
N 4.779 2.706 2.389
N -4.573 2.740 2.207
C -3.344 -2.946 -3.134
C -2.685 -3.066 0.337
C 5.101 -0.961 -5.241
C 2.536 0.537 0.432
C 5.964 -1.180 -4.159
C -3.478 2.048 1.705
C 6.030 4.231 3.964
C -0.310 -3.403 0.616
C -1.200 -3.219 -1.743
C 5.950 2.609 1.533
C 0.125 0.070 0.577
C 5.474 -1.672 -2.942
C -4.995 2.493 3.587
C -3.698 -5.730 -3.091
C -3.212 0.722 2.133
C -6.414 3.000 3.846
C -2.626 -5.148 -2.417
C -4.429 -3.531 -3.806
C -1.765 -3.457 2.547
C -0.669 -1.876 -2.289
C 1.690 -1.771 -2.117
C 3.684 1.145 0.887
C 2.394 2.280 2.619
C 1.276 0.776 1.028
C 7.050 3.570 1.949
C 3.724 -1.207 -5.114
C -1.176 0.660 0.796
C -6.331 4.407 1.932
C 4.696 3.626 3.515
C -0.480 -3.513 1.998
C -0.451 -1.956 -3.806
C 0.774 -1.199 -4.279
C -2.867 -3.234 1.714
C -2.100 0.047 1.671
C -2.623 2.625 0.732
C -4.593 -4.919 -3.803
C 1.239 1.701 2.130
C 4.101 -1.863 -2.797
C -2.424 -3.764 -2.471
C 3.243 -1.616 -3.870
C -1.496 1.953 0.298
C -4.871 4.061 1.665
C 3.642 2.045 1.985
C -1.411 -3.214 -0.226
H -1.343 -1.577 -4.318
H 3.042 -1.070 -5.953
H -7.136 2.274 3.421
H 5.671 2.839 0.494
H 2.336 2.944 3.485
H 6.126 -1.886 -2.099
H 0.998 -1.392 -5.329
H 0.633 -0.117 -4.129
H 0.286 1.919 2.616
H 0.396 -3.659 2.633
H -4.978 1.421 3.798
H -1.412 -1.092 -2.066
H -3.889 0.221 2.827
H -1.877 -0.958 2.029
H 7.027 -0.961 -4.263
H -3.831 -6.813 -3.057
H 4.267 3.107 4.386
H 0.689 -3.463 0.174
H 2.566 -0.154 -0.414
H -4.227 4.836 2.124
H -0.346 -3.012 -4.104
H -1.908 -3.579 3.623
H 4.023 4.463 3.265
H 4.626 0.928 0.385
H -6.582 3.114 4.927
H 6.167 4.091 5.044
H -3.875 -3.181 2.129
H -0.391 -3.952 -1.934
H -4.719 4.056 0.582
H 6.825 4.563 1.514
H -3.537 -2.841 -0.310
H -5.136 -2.884 -4.331
H 5.498 -0.591 -6.186
H 8.023 3.194 1.605
H -2.825 3.625 0.345
H 6.022 5.311 3.720
H -6.528 5.459 1.681
H -0.817 2.411 -0.422
H 6.354 1.582 1.558
H -6.968 3.736 1.321
H -5.419 -5.372 -4.355
H 0.205 -0.999 0.415
H -4.321 2.999 4.308
H -3.225 -1.857 -3.130
H -1.924 -5.761 -1.844
*
```



Which value of max |F| does entry 4 give? 2.478 eV/Å